<one>
{"formula": "H43O21", "method": "ωB97M-V/def2-TZVPD", "total_charge": 1, "gap_ev": 10.63, "lumo_ev": -2.602, "multiplicity": 1, "species": ["O", "H", "H", "O", "H", "H", "O", "H", "H", "O", "H", "H", "O", "H", "H", "O", "H", "H", "O", "H", "H", "O", "H", "H", "O", "H", "H", "O", "H", "H", "O", "H", "H", "O", "H", "H", "O", "H", "H", "O", "H", "H", "O", "H", "H", "O", "H", "O", "H", "H", "O", "H", "H", "O", "H", "H", "O", "H", "H", "O", "H", "H", "H", "H"], "coordinates": [[-3.827, -3.115, 1.270], [-0.692, 2.618, 3.542], [1.480, -1.068, -0.984], [2.442, 0.967, 3.780], [2.170, 1.351, 2.945], [0.532, 0.606, -4.991], [-0.069, -2.726, -1.203], [0.358, -3.577, -1.363], [-1.920, 1.947, -4.220], [-1.081, 3.653, 0.487], [-3.408, 1.550, -3.756], [4.540, -0.013, -1.336], [-0.603, 3.182, -2.218], [3.746, -0.522, 2.391], [-1.297, 2.551, -2.002], [-2.511, 1.738, -3.505], [-0.820, 2.917, 2.097], [3.049, 1.979, -1.360], [1.772, -3.139, 0.629], [-0.659, 3.385, -3.146], [2.113, 4.646, 1.004], [0.260, 0.581, -4.085], [-3.818, -3.761, 1.987], [1.666, 3.271, 0.409], [0.009, 1.019, 0.575], [-3.578, -0.976, -2.909], [0.318, 0.829, -0.309], [3.060, -1.171, 2.559], [-0.923, 4.581, 0.288], [-2.619, 1.461, 1.686], [-3.516, -0.803, 2.155], [-4.298, -0.766, 2.713], [0.843, -2.972, 0.564], [2.383, -3.305, -1.945], [2.431, -3.058, -0.999], [2.386, -2.871, 1.318], [-3.088, -1.694, -2.512], [0.603, 1.597, 1.047], [-2.292, -1.250, -2.266], [2.649, 2.162, -0.507], [2.059, 1.389, -0.511], [0.905, 0.250, -3.472], [1.332, -0.296, -1.526], [-2.480, 0.039, 1.117], [1.886, 1.357, 4.462], [-1.371, -1.463, 0.500], [-3.654, -1.592, 1.556], [0.314, -2.691, 2.783], [0.227, -2.083, 3.515], [0.997, -3.348, 2.741], [-2.697, 1.042, 0.795], [-1.827, 1.169, 0.335], [-3.800, -3.768, 0.558], [3.817, -0.580, -1.045], [2.643, -0.922, 3.382], [3.278, -3.296, -2.289], [1.414, 3.989, 1.000], [3.223, -0.585, -1.803], [-0.929, 3.220, -0.364], [-1.195, 2.312, 2.777], [-0.943, -2.691, -1.599], [0.522, -0.525, -2.002], [-0.782, -1.867, 1.135], [-0.729, -0.865, 0.129]]}

***

<two>
{"formula": "H43O21", "method": "ωB97M-V/def2-TZVPD", "total_charge": 1, "gap_ev": 10.38, "lumo_ev": -2.676, "multiplicity": 1, "species": ["O", "H", "H", "O", "H", "H", "O", "H", "H", "O", "H", "H", "O", "H", "H", "O", "H", "H", "O", "H", "H", "O", "H", "H", "O", "H", "H", "O", "H", "H", "O", "H", "H", "O", "H", "H", "O", "H", "H", "O", "H", "H", "O", "H", "H", "O", "H", "O", "H", "H", "O", "H", "H", "O", "H", "H", "O", "H", "H", "O", "H", "H", "H", "H"], "coordinates": [[-0.477, -3.005, -1.220], [-3.777, -2.626, 2.026], [2.116, 3.687, 0.287], [1.045, -4.701, 0.068], [0.523, -5.444, 0.391], [-2.296, 4.135, -0.367], [-2.001, -0.864, -1.984], [-1.815, 0.042, -1.727], [-4.544, 0.491, -0.501], [-1.050, 3.994, 1.392], [-4.573, 1.535, 0.643], [4.311, 0.410, -0.739], [0.232, 3.254, -2.415], [0.977, -0.529, 0.534], [0.274, 2.292, -2.366], [-4.390, 0.616, 0.443], [-1.105, -2.103, 1.709], [4.196, -1.558, 2.672], [2.230, 1.261, -4.180], [-0.059, 3.464, -1.528], [0.859, -0.667, 3.155], [-2.463, 3.603, -1.151], [-0.662, -2.377, -0.430], [1.553, 0.552, 2.569], [0.817, -3.823, 3.317], [-3.218, 0.873, 3.174], [-4.129, -1.228, 1.394], [1.779, -1.077, 0.438], [-1.960, 3.700, 1.271], [-0.379, 1.282, 0.566], [-0.973, -1.635, 0.896], [-1.737, -1.115, 0.621], [2.227, 0.587, -4.855], [-3.693, 1.358, -1.936], [-3.204, 1.981, -1.372], [3.141, 1.567, -4.113], [-2.470, 1.429, 3.136], [0.790, -2.900, 3.590], [-1.800, 1.074, 3.721], [3.388, -1.983, 2.385], [3.159, -1.697, 1.485], [-1.887, 3.995, -1.821], [1.738, 3.644, 1.173], [1.167, 1.746, 0.437], [1.405, -4.352, 0.884], [2.837, 1.275, -1.464], [0.405, -3.408, -1.320], [1.219, -3.035, -3.137], [1.024, -2.430, -3.855], [2.022, -3.517, -3.312], [0.443, 1.243, 0.071], [1.741, -3.916, 3.050], [-0.613, -2.347, -1.936], [4.966, -0.292, -0.860], [1.420, -1.908, 0.768], [-3.869, 1.838, -2.749], [0.692, 0.211, 2.804], [5.750, -0.167, -0.334], [-0.968, 3.810, 2.336], [-3.614, -1.681, 2.058], [-2.942, -1.029, -1.901], [1.377, 4.535, 1.210], [2.306, 1.314, -2.270], [2.541, 0.615, -0.831]]}

***

Result of the stability comparison: <two> is the most stable of them.

***

<one>
{"formula": "C4H5FO2", "method": "ωB97M-V/def2-TZVPD", "total_charge": 0, "gap_ev": 10.10, "lumo_ev": 0.249, "multiplicity": 1, "smiles": "O=C1[C@@H](O)C[C@@H]1F", "species": ["O", "C", "C", "O", "C", "C", "F", "H", "H", "H", "H", "H"], "coordinates": [[0.220, -0.829, -1.822], [0.040, -0.418, -0.715], [-0.726, 0.698, -0.034], [-2.087, 0.816, -0.347], [-0.309, 0.093, 1.314], [0.852, -0.689, 0.622], [2.028, 0.060, 0.624], [-0.179, 1.617, -0.323], [-2.358, 1.406, 0.329], [-1.030, -0.660, 1.603], [-0.051, 0.836, 2.079], [1.168, -1.734, 0.928]]}

***

<two>
{"formula": "C4H5FO2", "method": "ωB97M-V/def2-TZVPD", "total_charge": 0, "gap_ev": [7.20, 7.21], "lumo_ev": [-0.367, -0.366], "multiplicity": 1, "species": ["C", "C", "C", "C", "O", "O", "F", "H", "H", "H", "H", "H"], "coordinates": [[1.328, -0.106, 0.127], [1.144, 1.206, 0.003], [0.081, -1.004, 0.228], [-1.207, -0.263, -0.030], [-0.021, 1.812, -0.103], [-1.907, -0.304, -1.086], [-1.822, -0.037, 1.149], [2.372, -0.436, 0.161], [2.103, 1.900, -0.066], [0.318, -1.769, -0.551], [0.144, -1.457, 1.199], [-2.532, 0.459, -1.030]]}

***

Result of the stability comparison: <one> is the most stable of them.

***

<one>
{"formula": "C4H11NO3", "method": "ωB97M-V/def2-TZVPD", "total_charge": 0, "gap_ev": 10.71, "lumo_ev": 0.578, "multiplicity": 1, "smiles": "CNC(=O)CCO.O", "species": ["C", "N", "C", "O", "C", "C", "O", "H", "H", "H", "H", "H", "H", "H", "H", "H", "O", "H", "H"], "coordinates": [[1.165, -0.691, 2.531], [0.699, 0.339, 1.601], [0.653, 0.067, 0.242], [1.389, -0.767, -0.242], [-0.297, 0.969, -0.571], [-1.591, 0.207, -0.940], [-2.756, 0.807, -0.414], [1.642, -0.171, 3.375], [0.337, -1.254, 2.930], [1.968, -1.295, 2.114], [-0.038, 0.939, 1.935], [0.231, 1.396, -1.428], [-0.561, 1.822, 0.057], [-1.579, -0.772, -0.459], [-1.676, 0.213, -2.033], [-2.953, 1.692, -0.748], [0.918, -1.493, -2.836], [1.114, -1.288, -1.894], [1.334, -0.720, -3.221]]}

***

<two>
{"formula": "C4H11NO3", "method": "ωB97M-V/def2-TZVPD", "total_charge": 0, "gap_ev": 8.59, "lumo_ev": 0.082, "multiplicity": 1, "species": ["C", "C", "C", "C", "N", "O", "O", "O", "H", "H", "H", "H", "H", "H", "H", "H", "H", "H", "H"], "coordinates": [[-0.046, -0.158, 0.484], [-0.126, 0.540, -1.240], [1.115, -0.815, -0.048], [-0.824, 1.864, -0.965], [-1.259, -0.970, 0.533], [0.176, 0.673, 1.459], [-0.864, -0.337, -2.029], [1.675, -1.330, 1.996], [1.166, -0.440, 2.114], [-1.541, -0.707, -1.427], [2.601, -1.150, 2.200], [0.812, 0.738, -1.763], [-1.059, -1.913, 0.846], [-1.892, -0.528, 1.189], [1.060, -1.782, -0.536], [2.020, -0.227, -0.095], [-0.216, 2.496, -0.323], [-1.014, 2.351, -1.924], [-1.783, 1.696, -0.472]]}

***

Result of the stability comparison: <one> is the most stable of them.